No. 1
This record from OMol25 describes 2 unconnected molecules or ions with the total composition C15H18O at a distorted geometry. The level of theory is ωB97M-V/def2-TZVPD.

Each line ends with the Mulliken charge.
CARTESIAN COORDINATES (ANGSTROEM)
H -0.1533 -0.9970 -2.2316  0.369
O 1.8538 -4.2758 2.1581  -0.550
H -0.0280 -2.8553 3.3837  0.405
H -0.7200 3.2580 -1.9995  0.304
H -4.2017 3.2275 -3.1182  0.362
C 1.3481 -0.1173 1.8742  0.140
H -2.9855 3.2023 -4.4282  0.284
C 0.8690 2.2697 2.6438  -1.432
C 2.3198 -0.8288 1.1298  -0.608
H -2.7929 4.2593 -3.0463  0.355
H 2.0327 1.6773 1.0289  0.370
C -2.9165 0.8214 -2.9146  -0.560
H -0.1146 2.2168 3.1083  0.331
C -0.3545 1.1404 -1.9853  -0.086
C -2.3810 2.1052 -2.7559  1.115
H 0.8609 3.2933 2.2528  0.421
H -0.2736 -0.4850 3.2048  0.258
C -2.1265 -0.2966 -2.6097  -0.292
C 2.4517 -2.2143 1.1367  -0.711
H 2.4310 -4.6630 1.4864  0.295
H 1.6963 2.2515 3.3570  0.344
C 0.5692 -0.9234 2.6651  0.052
C 1.1075 1.3165 1.4953  -0.153
C -1.0882 2.2780 -2.2716  -0.768
C 1.6806 -2.9290 2.0630  1.001
H 0.6226 1.2858 -1.5264  0.522
H 0.2749 1.3383 0.7890  0.122
H 3.0842 -2.6796 0.3974  0.269
C -0.7835 -0.1209 -2.3129  -0.904
H -3.9420 0.6879 -3.2271  0.343
H -2.5402 -1.2872 -2.7496  0.375
C 0.6869 -2.3002 2.7965  -0.821
H 2.9950 -0.2605 0.4994  0.266
C -3.1420 3.2693 -3.3449  -1.418

gap between HOMO and LUMO	9.13	eV
structure (SMILES)	CCc1ccc(O)cc1.Cc1ccccc1
F_max	2.262	eV/A
total energy	-17893.9884	eV
HOMO	-8.32	eV
ΔE to the lowest compared entry with this formula, charge and spin	15.77	kcal per mole



No. 2
This record from OMol25 describes a gas-phase ion, C7H15N2 (charge +1) at a distorted geometry. The level of theory is ωB97M-V/def2-TZVPD.

Each line ends with the Mulliken charge.
CARTESIAN COORDINATES (ANGSTROEM)
H -3.0129 -0.3295 -1.0327  0.268
C 1.5583 0.5364 0.1025  -0.768
H 2.6928 2.1760 -0.5420  0.461
H 3.5317 0.5462 -0.6288  0.265
H 1.3905 -1.1152 -1.2977  0.299
N 1.2782 -2.0173 -0.9152  -0.198
H -1.2994 -1.6676 0.9404  0.525
H 0.0762 -1.2173 1.9819  0.348
H 3.4017 1.4704 0.8664  0.262
H 1.8761 -2.7622 -1.2215  0.269
H -2.1575 1.4878 1.1812  0.471
C -0.3316 -1.1564 0.9505  -0.620
H -2.6050 1.5299 -1.1733  0.321
C 0.2459 0.9353 0.0594  0.417
H 1.8542 -0.3315 0.7933  0.341
C -2.9272 0.6836 -0.5160  -0.867
H -4.0371 0.8759 -0.1967  0.325
C -2.1218 0.5361 0.7613  -1.271
H 0.6217 -3.0883 0.7352  0.446
H -2.4767 0.0255 1.5552  0.769
C 2.8491 1.2804 -0.1544  -1.298
C 0.5949 -2.1249 0.2905  -0.188
H -0.0447 1.8792 -0.4523  0.337
N -0.6698 0.1183 0.5777  0.084

gap between HOMO and LUMO	6.61	eV
structure (SMILES)	C/C=C/N(CC)CC=[NH2+]
net charge	+1
F_max	5.883	eV/A
total energy	-10472.6371	eV
HOMO	-11.59	eV
ΔE to the lowest compared entry with this formula, charge and spin	84.37	kcal per mole



No. 3
This record from OMol25 describes 2 unconnected molecules or ions with the total composition C3H8NO2 at a distorted geometry. The level of theory is ωB97M-V/def2-TZVPD.

Each line ends with the Mulliken charge.
CARTESIAN COORDINATES (ANGSTROEM)
H 2.4598 0.0859 1.1344  0.311
C 1.2653 1.1711 -0.2946  -0.453
H -3.8259 -0.5880 -0.2773  0.282
O 0.8804 -1.0746 0.4509  -0.502
H -0.8641 -0.3901 0.0665  0.071
H 2.5786 -0.4320 -0.5590  0.291
H -2.8731 -1.3229 0.9844  0.297
H 1.3033 -1.9238 0.6180  0.307
H -1.9378 0.4065 -1.2389  0.323
H 1.7790 2.9771 -0.6302  0.430
C -1.8544 -0.2137 -0.3537  0.155
O 2.1247 2.1410 -0.2702  -0.314
C 1.8742 -0.0991 0.2205  0.000
N -2.9102 -0.7373 0.1493  -0.197

gap between HOMO and LUMO	7.25	eV
net charge	+1
F_max	1.263	eV/A
total energy	-8815.7288	eV
HOMO	-12.16	eV
ΔE to the lowest compared entry with this formula, charge and spin	97.40	kcal per mole



No. 4
This record from OMol25 describes a single C3H4N2O3 molecule at a distorted geometry. The level of theory is ωB97M-V/def2-TZVPD.

Each line ends with the Mulliken charge.
CARTESIAN COORDINATES (ANGSTROEM)
H -2.1055 -2.5565 -0.9295  0.385
O 0.3342 -0.9197 0.8367  -0.314
H 2.1905 1.8030 0.6163  0.255
O -1.2924 -2.3096 -0.2555  -0.412
H -1.0868 2.5553 -1.0653  0.381
O -0.0421 2.3046 -0.9726  -0.412
C 1.2871 1.0211 0.6447  -0.426
N -0.0206 1.1604 -0.0409  0.199
N -1.2310 -0.8668 -0.8431  -0.508
C -0.3529 -0.1660 -0.1824  0.574
C 1.6308 -0.1454 1.0517  -0.091
H 2.3757 -0.7177 1.6129  0.371

gap between HOMO and LUMO	9.01	eV
structure (SMILES)	O/N=c1\occn1O
F_max	6.513	eV/A
total energy	-12291.2762	eV
HOMO	-8.60	eV
ΔE to the lowest compared entry with this formula, charge and spin	178.01	kcal per mole



No. 5
This record from OMol25 describes a molecular structure, C36H18Cl3LuN8O13 at a distorted geometry. The level of theory is ωB97M-V/def2-TZVPD.

Each line ends with the Mulliken charge.
CARTESIAN COORDINATES (ANGSTROEM)
O -1.6104 1.2334 0.0587  -0.648
H -2.2068 -2.2413 -3.6794  0.672
C 2.9237 3.0613 -2.1838  -0.566
C 1.8028 -3.3743 -1.6040  0.566
H -2.3322 5.2005 0.3416  0.533
H -1.8471 -1.4370 6.6378  0.397
H 2.4843 -4.5810 1.9681  0.484
C 0.9035 4.1345 2.0057  -0.202
N -1.2570 -0.8106 -1.6251  0.101
C 1.2229 -0.9366 -5.0717  -0.791
C 0.5387 5.4895 2.1095  -0.614
C -2.9051 -4.6035 -1.2738  0.314
Cl 2.3093 -4.0545 -3.0874  -0.173
C 1.7692 -1.1475 -3.8370  -1.612
N -1.0860 7.1165 1.6176  0.948
C -0.9787 3.5197 0.8313  0.978
C 2.1323 -5.1986 0.1112  0.267
C -2.0863 -1.8287 4.5527  -0.741
C 2.0512 -3.7653 -0.2920  -0.427
N 2.2058 3.8832 2.5771  0.914
H 3.4777 3.7370 -2.8724  0.370
Cl -3.6937 -6.0879 -1.1042  -0.271
H -2.2907 -4.5034 0.7967  0.723
O 2.3014 -3.1640 2.5923  -0.940
H -0.3522 1.5044 3.9405  0.292
Lu -0.0367 -0.0791 0.8947  2.339
H -2.5014 -2.8230 4.6738  0.451
C -2.0021 2.4994 0.1840  -0.450
C -0.1284 1.0819 -2.5605  -1.235
C -1.8385 -1.3597 3.2637  0.375
O -0.2467 7.9468 2.0295  -0.634
H -0.6533 -0.7784 -6.1966  0.492
H 1.8951 -1.1279 -5.9005  0.274
C -2.8024 -4.0334 -2.5711  -0.226
C -1.1208 0.1576 5.4610  -0.808
O 1.9959 -6.1558 -0.6612  -0.659
H 1.0502 3.1599 -3.3914  0.354
C 3.4879 2.4645 -0.9953  -1.196
N 1.2807 -2.0825 -1.6489  -0.134
Cl -3.2505 -4.8944 -4.0352  -0.270
C 2.7006 1.5060 -0.3455  -0.746
C -0.3202 -0.4863 -2.6723  3.376
H -0.6773 0.8408 6.1782  0.393
H 4.4237 2.8223 -0.6537  0.491
C 1.7501 -2.2753 1.9042  0.400
O 0.3979 1.8471 1.7403  -0.246
H 3.0599 0.9841 0.5212  0.491
C 0.9501 -1.2223 -2.7161  -0.267
O 2.3385 -5.4316 1.4161  -0.605
C -2.3556 -3.9869 -0.1454  -1.144
N 1.5285 1.0452 -0.8161  1.421
O -1.0526 1.7866 -2.9308  -0.636
H 2.8408 -1.4112 -3.7317  0.475
C -1.8863 -2.7019 -0.2364  0.350
H -1.7137 -0.0343 -1.1041  0.889
C -0.1390 -0.7535 -5.2546  -1.154
C -1.4288 4.8487 0.8569  -0.809
C -0.9410 -0.5880 -4.0925  -1.142
H 1.2291 6.2468 2.4888  0.531
O 2.8030 2.9695 1.9763  -0.491
C -2.2782 -2.7444 -2.6762  -0.556
C -0.6236 5.7594 1.4725  -0.190
O -2.3068 7.3491 1.3949  -0.603
C 1.0979 1.5790 -1.9726  0.439
C -1.9872 -2.3879 2.1689  0.318
C 1.6976 2.6479 -2.6220  -0.788
O 1.3640 -1.1052 2.3174  -0.481
C 0.1787 3.0626 1.4661  0.368
C -0.8496 0.5492 4.1581  -0.161
O -2.3158 -3.5301 2.4568  -0.828
O -3.0124 3.0065 -0.2851  -0.806
C -1.8819 -2.0637 -1.5377  -0.679
C 1.5781 -2.5704 0.4482  0.534
N -1.2431 -0.2266 3.1088  -0.048
O 2.6101 4.5420 3.5638  -0.683
N 1.0909 -1.6747 -0.3590  0.658
C -1.7318 -1.0662 5.6439  -0.367
H -1.9896 -0.2834 -4.1217  0.697
N -1.5109 -1.9705 0.9363  0.348

gap between HOMO and LUMO	4.55	eV
net charge	-2
F_max	4.437	eV/A
total energy	-147352.0038	eV
HOMO	-1.33	eV
ΔE to the lowest compared entry with this formula, charge and spin	38.55	kcal per mole



No. 6
This record from OMol25 describes a molecular structure, C2H4NPS at a distorted geometry. The level of theory is ωB97M-V/def2-TZVPD.

Each line ends with the Mulliken charge.
CARTESIAN COORDINATES (ANGSTROEM)
H -0.7565 0.8942 0.4824  0.327
H 0.9087 -1.3680 -0.6545  0.281
N 1.5446 0.4536 0.0902  -0.136
P 3.0620 1.0085 -0.0470  0.039
C 0.6231 -0.7494 0.1174  -0.329
C -0.3802 0.3071 -0.2235  -0.334
H -0.5981 0.4434 -1.2362  0.265
S 4.1158 -0.6640 0.0086  -0.380
H 0.5715 -1.2116 1.0578  0.266

gap between HOMO and LUMO (alpha / beta)	7.58 / 7.58	eV
F_max	6.015	eV/A
total energy	-23749.9844	eV
HOMO (alpha / beta)	-8.42 / -8.43	eV
ΔE to the lowest compared entry with this formula, charge and spin	61.17	kcal per mole



No. 7
This record from OMol25 describes a molecular structure, C23H34N2O5 at a distorted geometry. The level of theory is ωB97M-V/def2-TZVPD.

Each line ends with the Mulliken charge.
CARTESIAN COORDINATES (ANGSTROEM)
H -1.4761 -0.0636 -0.4178  -0.156
H -3.0667 -3.1450 -3.4646  0.388
H -1.6448 -1.6493 -1.7904  0.140
C 3.5893 3.5726 -0.3629  -0.632
H 2.1648 -2.2953 0.5165  0.328
H -4.9489 -7.2383 -1.8802  0.240
H -0.6763 6.5471 2.3966  0.451
C -2.8432 -3.8510 -2.7980  -0.851
C 2.1355 2.1237 1.9829  0.481
H 3.3407 1.2453 -0.2131  0.344
C 1.5369 0.8117 1.3168  0.415
C -3.7151 -2.9606 -0.8739  -0.922
H -0.9369 4.1278 1.7517  0.421
C 2.2031 -0.4476 1.1637  -0.562
H -1.0443 -4.7013 -1.6499  0.443
C 3.8155 3.8099 2.3850  -1.573
H 2.6344 3.6756 -0.8878  0.277
H -0.2478 4.4383 0.3213  0.223
C 3.7580 2.2866 0.3716  -0.565
H 3.9110 5.5139 -0.4830  0.613
H -0.2481 1.8554 0.6095  0.793
H 1.2373 4.8702 2.9865  0.390
H 3.8956 5.9331 1.8883  0.157
H -0.3943 -3.5934 -3.2104  0.255
H -2.5495 -4.7322 -3.5055  0.382
C -0.3124 -0.0890 0.1741  -0.682
H 4.7729 2.0644 0.6582  0.333
C -4.1863 -6.4162 -2.5608  -0.483
C -2.2559 -2.7244 -0.0846  -0.437
H -2.5455 -6.6934 -0.5562  0.220
H -4.5847 -6.0546 -3.6795  0.268
C 1.3395 5.4873 2.1325  -0.485
C -0.8069 4.8562 1.1405  -0.944
C -4.4359 -5.1227 -1.4151  0.611
O -2.9621 -6.7831 -2.7102  -0.361
H -4.5364 -3.0652 -0.1016  0.408
H 4.2337 3.3393 -1.5763  0.268
C -1.2313 -3.7594 -2.0047  -0.879
H -4.1330 -1.9568 -1.4123  0.232
O 1.2376 2.5866 2.9467  -0.682
C 0.2263 1.0174 0.5708  -0.950
H 4.7920 3.5935 2.4389  0.575
H 3.2026 3.8256 3.2023  0.640
H 5.3335 4.5204 0.4393  0.185
H -1.5814 -7.7023 -1.6100  0.346
H 3.1679 -0.4496 1.8761  0.134
H 1.8998 6.4080 2.7447  0.302
O -5.3018 -5.2467 -0.5740  -0.617
N -3.5599 -4.1836 -1.8469  0.303
H -2.5966 -1.9394 0.6103  0.374
C 0.2174 -1.2959 0.0478  1.161
C -1.2159 -2.6018 -1.1938  0.389
O 2.0904 5.2284 1.0845  -0.150
C -0.0997 5.9776 1.6257  -1.615
C 3.3338 5.1044 1.2883  0.105
C 4.1567 4.8294 0.1588  -0.604
C 1.5901 -1.3856 0.7142  -0.302
H -1.7067 5.3492 0.8526  0.380
C -2.4828 -7.5099 -1.4068  -0.619
H -2.0500 -3.5928 0.6733  0.115
H 0.0479 6.6624 1.1470  0.969
N 3.3802 2.5164 1.6619  0.126
H -2.9691 -8.4652 -1.1423  0.289
O 0.1022 -2.4628 -0.4665  -0.400

gap between HOMO and LUMO	8.16	eV
F_max	17.188	eV/A
total energy	-37598.5853	eV
HOMO	-7.63	eV
ΔE to the lowest compared entry with this formula, charge and spin	541.00	kcal per mole



No. 8
This record from OMol25 describes a molecular structure, C16H14IrN6O2S at a distorted geometry. The level of theory is ωB97M-V/def2-TZVPD.

Each line ends with the Mulliken charge.
CARTESIAN COORDINATES (ANGSTROEM)
C 0.4742 -2.5267 -0.2710  0.818
C 0.5631 -4.1883 -2.0184  -0.281
N 0.9879 2.2882 -4.2290  -0.630
H 0.8950 -1.0245 -3.1707  0.387
O -0.0663 2.7052 1.0890  -0.701
N -1.8110 0.9085 -0.1598  -0.500
H -3.1306 2.4579 0.3637  0.246
C 2.8151 0.6669 -0.1733  -0.104
C 0.4480 -3.8713 -0.6907  -1.162
C 0.1325 -2.9686 2.1718  -0.628
H -0.2041 5.3453 1.3753  0.282
Ir 0.7811 0.6630 -0.2005  1.366
O -1.8299 4.0527 1.4610  -0.420
H -1.5883 5.8085 2.4108  0.238
H -2.2657 0.1155 0.2916  0.290
S 4.0382 0.3063 0.7475  -0.098
H -2.0176 0.8983 -1.1586  0.331
N 0.6380 -1.5388 -1.2067  -0.055
H -0.2773 -3.1725 4.2495  0.387
C -1.2503 2.9429 0.9901  0.721
C 0.7226 -3.1480 -2.9538  -0.892
C 0.8233 2.0484 -5.4783  0.475
C -0.0971 -2.4829 3.4368  -0.799
N -2.1784 2.1200 0.4387  -0.174
C -0.9541 4.9907 2.0832  -0.642
C -0.1024 -1.1129 3.6840  -0.520
C 0.3600 -0.6939 1.3569  -0.432
H 0.1269 -4.0349 2.0054  0.350
H 0.5565 -5.2181 -2.3426  0.442
C 0.7594 -1.8527 -2.4885  -0.139
H -0.3111 -0.7338 4.6717  0.415
N 0.2735 1.5029 -2.0629  -0.634
N 0.7334 1.8814 -6.6169  -0.526
H -0.4468 4.5362 2.9343  0.277
H 0.1479 0.8372 2.8474  0.488
H 0.8310 -3.3584 -4.0036  0.421
C 0.6094 1.8247 -3.1469  0.584
H 0.3456 -4.6577 0.0399  0.317
C 0.3279 -2.0908 1.0851  0.902
C 0.1405 -0.2261 2.6388  -0.397

gap between HOMO and LUMO (alpha / beta)	6.96 / 7.06	eV
multiplicity	2
F_max	3.795	eV/A
total energy	-43525.5011	eV
HOMO (alpha / beta)	-7.71 / -7.85	eV
ΔE to the lowest compared entry with this formula, charge and spin	51.98	kcal per mole